C3H10NO | ωB97M-V with the def2-TZVPD basis set

## Properties
**ΔE to the lowest compared entry with this formula, charge and spin**: 29.00 kcal/mol
**E**: -250.245146 a.u.
**Gap between HOMO and LUMO**: 6.7 eV
**Charge**: -1
**Lowest unoccupied orbital energy**: 4.3650 eV
**E_HOMO**: -2.36 eV

XYZ file:
```
15
Properties=species:S:1:pos:R:3:forces:R:3:lowdin_charge:R:1
H 0.791346 1.936455 -0.941894 -0.4 0.1 -0.3 0.06
H -0.087708 0.134149 0.239071 0.2 -1.2 -0.1 0.04
C 1.043461 -1.359855 -0.699624 -0.2 -0.9 -0.4 -0.20
H -1.996765 -0.191838 2.780966 -0.5 0.4 0.5 0.03
H 1.644758 0.814364 -1.996905 0.2 0.1 0.1 0.05
H -0.087393 0.714257 -2.017362 -0.2 0.4 0.3 0.07
H -2.214224 1.419346 1.893622 -0.2 0.2 0.6 0.03
H 0.187059 -2.052900 -0.683221 -0.3 0.6 0.4 0.07
O -1.762047 -0.223864 0.755074 0.3 0.4 0.2 -0.46
C 0.765369 0.924803 -1.348875 0.7 -0.6 0.1 -0.19
C -1.670571 0.461913 1.954816 0.5 -1.0 -1.3 -0.44
H 1.833410 -1.906172 -0.171757 0.2 0.2 0.1 0.05
H -0.611609 0.706567 2.222841 0.0 0.2 0.1 0.03
N 0.855462 -0.012955 -0.221739 -0.6 1.1 -0.4 -0.19
H 1.309454 -1.364270 -1.765014 0.3 0.1 0.0 0.05
```
Forces are in eV/Å.

---

C34H26F5N3O7PSeSnTe | ωB97M-V with the def2-TZVPD basis set

## Properties
**ΔE to the lowest compared entry with this formula, charge and spin**: 3.46 kcal/mol
**E**: -5726.803937 a.u.
**Gap between HOMO and LUMO**: 6.5 eV
**Charge**: -1
**Lowest unoccupied orbital energy**: 1.8838 eV
**E_HOMO**: -4.60 eV

XYZ file:
```
79
Properties=species:S:1:pos:R:3:forces:R:3:lowdin_charge:R:1
C 4.555251 -1.206966 0.451905 0.1 -0.1 0.0 -0.01
H 1.129197 -0.779770 -2.542535 0.0 0.0 0.0 0.09
C 0.682489 4.784786 1.770876 0.0 0.2 -0.2 0.02
C 1.468660 1.068647 -5.579031 -0.1 0.0 0.1 -0.16
H -2.541171 -3.582127 4.578268 0.0 0.1 -0.1 0.07
P -0.551537 -1.897132 0.935477 -0.7 0.0 -0.3 0.08
H -1.298079 -2.409306 4.087151 -0.1 -0.1 0.0 0.06
C -4.733607 -0.366619 2.005389 0.0 0.0 0.0 -0.05
H -2.793375 -3.222663 -2.164063 0.0 -0.1 0.1 0.07
C -3.990775 0.146992 0.945830 0.0 0.1 0.1 -0.15
N 2.219065 0.077433 -0.313602 -0.1 -0.2 -0.1 0.08
N -2.642761 1.442246 2.434894 -0.2 0.1 0.1 0.15
C 2.732521 -0.912222 -1.109394 0.0 0.2 0.1 -0.20
C 2.828941 0.394571 0.798648 -0.2 0.0 -0.1 -0.18
H 0.627212 4.992060 0.707338 0.0 0.0 0.1 0.12
H -0.169319 -4.066199 -0.828501 0.2 -0.1 0.3 0.05
H -4.546562 0.002754 3.004651 0.0 0.0 0.0 0.10
H -2.710003 -3.907838 -0.535846 0.0 0.0 -0.1 0.06
C 2.210986 1.500337 1.648890 0.2 0.1 0.1 -0.53
O 2.744648 1.784770 2.710802 -0.3 0.0 -0.3 0.07
H -6.257052 -1.751901 2.605779 0.0 0.0 0.0 0.10
C -2.207704 -3.869603 -1.504653 0.0 0.1 0.0 -0.07
O -1.129234 3.153329 1.735637 0.0 0.3 0.3 0.07
H -1.372244 1.900016 4.699269 0.0 0.0 -0.1 0.15
O 1.166472 2.079433 1.140990 0.4 -0.6 0.0 -0.25
C -1.074086 2.495901 3.851183 0.2 -0.1 0.3 0.08
C -0.078862 3.499461 3.699543 -0.2 0.0 0.2 -0.14
C 1.993058 2.638497 -3.784898 -0.1 -0.1 0.0 -0.56
H 4.181492 -3.666152 -3.427741 0.0 0.1 0.1 0.10
H -2.182206 -4.876269 -1.930843 0.0 0.0 0.0 0.07
H 5.357133 -3.080147 -1.344051 0.0 0.0 0.0 0.11
O -2.423864 1.755797 0.153776 -0.5 -0.3 0.1 -0.13
H -0.340985 -3.183704 -2.330995 0.1 0.1 -0.1 0.10
N -1.659253 2.299524 2.702373 -0.1 -0.1 -0.5 -0.07
C -5.895991 -1.828503 0.489017 0.1 0.0 0.0 -0.10
C 2.062494 -1.272070 -2.303549 -0.1 0.1 0.1 -0.01
C 3.194952 2.655800 -5.902342 0.1 0.1 0.1 -0.16
Te 1.160216 -3.257041 1.790192 0.1 0.0 0.0 0.39
Sn 0.048465 1.264530 -0.487557 0.2 -0.5 -0.3 1.28
H 5.468154 -1.714742 0.747617 -0.1 0.0 0.0 0.12
H 0.944596 3.839980 5.578330 0.0 0.0 -0.1 0.11
C -4.202414 -0.333943 -0.338680 0.0 0.0 -0.1 -0.02
C 2.968462 3.151127 -4.634074 0.0 0.1 0.0 -0.27
F 0.236435 1.056512 -3.624813 -0.1 -0.1 0.1 0.00
F 2.679573 1.106803 -7.599378 0.0 -0.1 -0.2 0.11
C -0.788448 -3.348273 -1.353777 -0.4 0.4 0.2 -0.29
C 2.452460 1.599894 -6.378714 0.0 0.0 -0.1 -0.16
C -2.942788 1.203322 1.139316 0.5 0.3 0.0 -0.46
O -0.466223 -0.401442 1.109132 0.3 0.1 -0.1 -0.49
C -2.296855 -2.792460 3.859999 0.0 0.2 -0.1 -0.08
C 3.928716 -1.570680 -0.761842 0.0 0.0 0.0 -0.16
F 4.143854 3.189426 -6.680929 0.1 0.1 -0.1 0.10
C 3.783489 -2.898903 -2.771421 0.0 0.0 -0.1 -0.08
O -2.013807 -2.314362 1.487732 0.0 -0.5 0.2 -0.30
H 2.301989 6.094178 2.184427 0.0 0.0 0.0 0.11
Se 1.756489 3.291693 -2.026548 0.1 0.2 0.2 0.56
H 2.059239 -2.512968 -4.026292 0.0 0.0 0.0 0.11
C 1.609350 5.374758 2.601736 0.0 0.0 0.0 -0.05
C 1.243406 1.599571 -4.325047 0.0 0.1 0.0 -0.27
O -0.764090 -2.074500 -0.670919 0.2 -0.3 -0.1 -0.33
C -2.323532 -3.344250 2.447215 0.0 0.4 0.0 -0.32
C 1.697927 5.045130 3.968248 0.0 0.0 0.0 -0.08
H 4.431079 0.070722 2.176710 0.0 0.0 0.0 0.12
H -3.596217 0.058308 -1.144791 0.0 0.0 0.0 0.12
F 0.737362 0.041477 -6.024916 -0.2 -0.2 -0.1 0.10
C 4.009849 -0.238945 1.232312 0.0 0.1 0.1 0.01
H -3.323620 -3.697714 2.192877 0.0 0.1 -0.1 0.11
H -1.629218 -4.176492 2.356394 0.2 0.0 -0.1 0.05
C 0.863994 4.106088 4.531939 0.1 0.1 0.1 -0.02
C 2.578457 -2.241315 -3.113891 0.0 0.0 0.0 -0.07
C 4.439056 -2.572673 -1.620634 0.0 0.0 0.0 -0.04
C -5.683605 -1.351251 1.777603 0.0 0.0 0.0 -0.09
H -6.630148 -2.605356 0.312190 0.0 0.0 0.0 0.09
H 2.452509 5.526685 4.578682 0.0 0.0 0.0 0.10
H -5.315453 -1.691775 -1.570478 0.0 0.0 0.0 0.10
F 3.745501 4.164854 -4.236607 0.1 0.1 0.0 0.06
H -3.018426 -1.974001 3.963509 0.1 -0.1 0.0 0.06
C -5.153751 -1.318021 -0.567576 0.0 0.0 0.1 -0.08
C -0.147934 3.852889 2.367083 -0.3 0.1 0.0 -0.22
```
Forces are in eV/Å.

---

C42H29AsBrF4MgP | ωB97M-V with the def2-TZVPD basis set

## Properties
**E**: -7368.086395 a.u.
**Gap between HOMO and LUMO**: 7.6 eV
**Charge**: +2
**Lowest unoccupied orbital energy**: -6.0255 eV
**E_HOMO**: -13.66 eV

XYZ file:
```
79
Properties=species:S:1:pos:R:3:forces:R:3:lowdin_charge:R:1
H -3.758300 -4.866349 -1.807401 -0.1 -0.1 0.1 0.12
C 1.855200 4.299151 1.799599 -0.1 -0.1 0.0 0.00
C 1.279700 -0.885249 5.768199 0.0 0.0 -0.1 -0.06
H -3.357600 1.885051 3.134699 0.0 0.2 0.0 0.12
P 0.123800 -1.936349 -1.718101 0.6 -0.8 -0.8 1.03
C -0.571300 3.721651 2.384799 -0.3 -0.4 0.1 -0.19
C 2.670800 -4.742249 -0.012101 -0.1 0.2 -0.1 -0.25
H -1.739000 -3.835249 -0.810501 -0.1 -0.1 -0.1 0.11
As -0.438500 0.935451 2.374799 0.4 0.8 1.2 1.31
H 4.434500 2.127551 1.431399 0.1 0.0 -0.1 0.12
C 2.674300 0.537551 -4.615501 0.0 0.1 0.2 -0.04
H -3.654300 0.559551 -0.389401 0.1 0.0 0.0 0.13
H 3.021100 1.796951 -2.917601 0.1 0.1 0.1 0.12
H -3.215000 -2.525349 -5.341301 0.0 0.0 -0.1 0.12
C 2.789000 -5.725949 -0.996001 -0.2 0.3 -0.1 -0.11
C 3.425100 2.479051 1.574699 0.0 -0.1 0.0 -0.06
H 2.187900 -0.909949 -6.115101 0.0 0.0 -0.1 0.12
C -1.307800 1.164651 -2.757501 -0.1 0.1 -0.1 -0.08
C -0.073900 0.337751 4.212499 -0.2 0.0 -0.3 -0.35
H 3.938600 4.544751 1.391099 0.1 0.1 0.0 0.12
C -0.819700 0.860851 5.263299 -0.2 0.1 -0.3 -0.09
C -1.749900 -2.250249 -3.814601 0.1 0.0 0.1 -0.11
H 0.766100 -0.654249 7.833999 0.0 0.0 0.1 0.12
C 1.145900 -1.018749 -2.905101 -0.3 0.1 0.2 -0.36
C -3.603100 -3.768949 -3.639101 0.0 0.0 0.0 -0.04
C 1.874300 -3.625449 -0.225201 -0.1 -0.2 -0.2 -0.56
C -2.455600 5.143651 2.854899 0.0 0.0 0.0 -0.04
H -0.839500 3.778351 -0.659301 0.1 0.0 0.1 0.12
H 2.608300 0.497951 1.782599 0.1 0.1 0.0 0.07
H -2.873200 6.133151 2.945799 0.0 0.1 0.0 0.12
H 1.569900 -0.935549 3.645899 0.0 0.0 0.1 0.05
H -4.480700 -4.221949 -4.075101 -0.1 0.0 0.0 0.12
C 1.312600 -1.404649 -4.236601 0.0 0.0 0.2 -0.07
F 0.641100 -4.303149 -3.528901 0.2 -0.3 -0.1 0.11
C 0.532900 -0.373849 6.818099 0.0 0.0 0.0 -0.05
C -2.253800 2.196051 -0.365801 -0.1 0.2 0.2 -0.11
C 0.824000 3.398851 2.046799 0.2 -0.4 -0.1 -0.19
C 1.115400 2.022451 2.006399 0.1 0.2 -0.1 -0.33
H -1.633300 1.554151 5.072899 0.1 -0.1 0.1 0.09
C -2.062400 -3.563849 -1.812801 0.2 0.1 0.0 -0.09
H 0.005600 2.856851 -2.789101 0.1 0.0 0.0 0.12
H 2.103200 -1.554949 5.960499 0.1 -0.1 0.0 0.12
C -1.397600 2.606651 2.622899 -0.1 0.1 0.0 -0.35
C -3.259500 4.038151 3.090699 0.0 -0.1 0.0 -0.05
C -0.749100 2.321451 -2.232201 0.0 0.1 0.0 -0.05
C -2.731700 2.760151 2.972999 0.1 -0.3 0.0 -0.12
C 2.092300 -5.558249 -2.193301 0.0 0.1 0.1 -0.11
H -1.203400 -1.503849 -4.371801 0.0 0.0 -0.1 0.10
H -0.994800 0.819451 -3.730701 0.1 -0.1 -0.1 0.12
C -2.889400 -2.821449 -4.356401 0.0 0.0 0.0 -0.04
C 2.401800 1.565251 1.777699 -0.1 -0.2 0.0 -0.10
C 2.070300 -0.616649 -5.084201 0.0 -0.1 0.0 -0.04
H 1.665400 5.361751 1.799499 0.0 0.1 0.0 0.12
C -1.124400 4.993451 2.501099 0.1 -0.2 0.0 0.01
C 1.297200 -4.427949 -2.378001 0.0 0.1 0.2 -0.19
Br 1.758300 -2.370849 1.174599 0.0 0.2 0.3 0.89
H -2.695600 2.659051 0.504499 0.1 -0.1 0.0 0.10
C 3.143700 3.836451 1.569399 0.0 0.0 0.0 -0.04
C 2.534100 0.908551 -3.284601 0.1 0.1 0.0 -0.06
H -1.086100 0.916451 7.377399 0.0 0.0 0.1 0.12
C 1.767900 0.137151 -2.432101 -0.1 -0.2 0.1 -0.12
H -4.299500 4.169851 3.345599 -0.1 0.0 0.1 0.12
H 3.257200 1.149151 -5.283101 0.1 0.1 -0.1 0.12
H 1.648200 0.429051 -1.382401 0.1 0.1 -0.2 0.09
Mg -0.533400 -0.334549 0.143499 -0.3 0.1 -0.5 0.63
F 3.318700 -4.867349 1.135799 0.1 -0.2 -0.1 0.11
H 0.855900 -2.304449 -4.616601 0.0 0.0 0.0 0.10
C 1.162000 -3.436749 -1.408501 -0.1 0.1 0.3 -0.29
F 2.174100 -6.455249 -3.159101 0.1 0.0 0.2 0.17
C -1.319700 -2.641349 -2.551901 -0.2 0.2 0.2 -0.40
F 3.543700 -6.785849 -0.790701 -0.1 0.2 -0.1 0.18
H -0.522100 5.867851 2.311099 0.1 0.1 0.0 0.12
C 0.976800 -0.534249 4.462499 0.0 -0.1 -0.2 -0.12
C -1.221700 2.839651 -1.034901 0.0 0.0 0.0 -0.05
C -0.509000 0.502351 6.565199 0.0 0.0 0.0 -0.05
C -3.194600 -4.134549 -2.364601 -0.1 -0.1 0.0 -0.05
H -2.829600 -0.340049 -2.524601 0.1 0.0 0.0 0.11
C -2.326100 0.506951 -2.077301 -0.1 -0.1 -0.1 -0.11
C -2.792700 1.015451 -0.868301 -0.1 -0.1 0.2 -0.11
```
Forces are in eV/Å.

---

C40H30Br2N6O3S3Sc | ωB97M-V with the def2-TZVPD basis set

## Properties
**ΔE to the lowest compared entry with this formula, charge and spin**: 0.00 kcal/mol
**E**: -9200.233537 a.u.
**Gap between HOMO and LUMO**: 6.9 eV
**Charge**: -1
**Lowest unoccupied orbital energy**: 1.4334 eV
**E_HOMO**: -5.52 eV

XYZ file:
```
85
Properties=species:S:1:pos:R:3:forces:R:3:lowdin_charge:R:1
C -0.805554 -2.892012 3.351346 0.0 0.0 0.1 -0.20
H -0.528941 1.149528 -4.221706 0.0 0.0 -0.1 0.09
H 4.448030 -2.105443 -2.724202 0.0 0.0 0.0 0.08
H 2.817671 -2.626134 -3.184067 0.0 0.0 0.0 0.09
S -3.637555 2.227465 -0.758607 0.0 -0.1 0.0 0.99
H -2.205612 -2.593602 -4.790346 0.0 0.0 0.0 0.12
H 5.089377 -4.735555 1.677666 0.0 0.0 0.0 0.09
N -1.417056 -2.510048 -1.561898 -0.5 -0.3 -0.4 0.06
O 0.095254 -1.505554 -4.585658 0.0 0.0 0.0 0.04
H 0.663864 -3.840283 2.065386 -0.1 0.0 0.0 0.05
C -3.551040 -3.496449 -1.793752 0.1 -0.1 0.0 0.02
C 3.641046 1.728899 -3.306114 0.0 0.0 0.0 -0.10
H 5.019898 0.115306 -3.002030 0.0 0.0 0.0 0.10
H -4.375992 -1.308146 1.910956 0.0 0.0 0.0 0.09
C 4.406751 -3.905049 1.567747 0.0 0.0 0.0 -0.16
C 4.658981 -2.719965 2.193100 0.0 0.0 0.0 -0.62
H -3.166427 -0.149066 4.690000 0.0 0.0 0.0 0.10
C -0.141469 1.553707 -3.284244 -0.1 -0.1 0.0 -0.05
C -0.181132 7.138496 0.611766 0.0 0.1 0.0 -0.09
C -0.024508 -4.082324 2.872058 0.1 0.0 -0.1 -0.02
C -0.699063 5.870202 0.429674 0.1 0.0 0.1 -0.03
C -0.795627 -2.549714 4.699096 0.0 0.0 0.0 -0.06
Sc 0.025292 -1.592036 -0.302124 0.0 0.8 0.2 0.88
H -0.702248 -4.841157 2.475928 0.0 0.0 0.0 0.09
N 1.710429 -0.819046 1.058624 0.1 -0.1 0.1 0.06
C -1.948026 5.707185 -0.168882 0.0 0.1 0.0 -0.18
H -4.415015 -3.924217 -1.306977 0.0 0.0 0.0 0.12
C 2.626874 -1.811019 1.254836 0.1 0.1 0.1 -0.14
C -2.122131 8.090524 -0.398371 0.0 0.0 0.0 -0.09
H -3.144181 -0.341090 1.103023 0.0 0.0 0.0 0.00
O -3.480658 -3.658792 1.058137 0.0 0.0 0.0 0.04
C 2.343120 -3.050395 0.588354 0.0 -0.1 0.0 -0.46
C 3.768693 -1.624801 2.054042 0.1 0.0 0.0 -0.18
C -3.560444 -0.599955 2.075126 0.0 0.0 0.0 -0.05
H -3.967928 0.301536 2.531676 0.0 0.0 0.0 0.08
H 1.129463 1.095747 1.428654 0.0 0.0 0.0 0.07
C -2.659515 6.825041 -0.589294 0.0 0.0 -0.1 -0.05
H 0.544024 -4.521250 3.692309 0.0 0.0 0.0 0.08
S -5.094518 4.775651 -0.992804 0.1 0.0 0.0 0.56
C -3.452351 -3.339873 -3.169776 0.0 0.0 0.0 -0.03
C -1.964118 2.221444 -0.281063 0.1 -0.1 -0.1 -1.07
C 3.257967 -4.067313 0.772566 0.0 0.0 0.0 -0.61
S -1.110652 0.756473 -0.086132 0.1 0.1 0.5 0.64
C 2.998906 -0.531966 -2.752457 0.0 0.0 -0.1 -0.20
C -2.488750 -0.906872 4.316307 0.0 0.0 0.0 -0.06
N -1.476078 3.403719 -0.110689 -0.1 -0.2 0.0 0.01
H 4.412248 2.465476 -3.491360 0.0 0.0 0.0 0.09
H -0.241521 2.638430 -3.305263 0.0 0.0 0.0 0.08
C 1.297481 1.158353 -3.123879 0.0 0.1 0.0 -0.20
Br 2.953189 -5.724922 -0.069479 0.0 0.0 0.0 0.79
C -0.085125 -1.596248 -3.372899 -0.1 0.0 -0.1 -0.49
C -2.524785 -1.225272 2.962822 0.0 0.0 0.0 -0.20
C 3.385124 -1.965692 -2.526944 0.0 -0.1 0.0 -0.02
H -0.149010 -3.097095 5.374073 0.0 0.0 0.0 0.10
H 2.025275 3.101398 -3.621481 0.0 0.0 0.0 0.10
H -1.590651 -1.273004 6.230110 0.0 0.0 0.0 0.09
C -0.887325 8.261570 0.202279 0.0 -0.1 0.0 -0.11
H -0.143316 5.000027 0.740593 0.0 0.0 0.0 0.10
H -2.689523 8.949502 -0.732719 0.0 0.0 0.0 0.10
C 1.891285 0.351514 1.626536 0.0 0.0 0.0 -0.09
H 3.109942 1.600412 2.886068 0.0 0.0 0.0 0.11
H -0.757472 1.160840 -2.472944 0.1 0.0 -0.2 0.00
C -2.540594 -3.088676 0.508624 -0.1 0.0 -0.1 -0.49
Br 6.222273 -2.552976 3.256004 0.0 0.0 0.0 0.75
N -1.528312 -2.410675 1.068837 0.0 -0.1 -0.3 0.01
H -0.477325 9.251457 0.346130 0.0 0.0 0.0 0.09
C -2.494791 -3.065608 -1.009687 -0.1 0.0 0.0 -0.14
C -3.676074 3.959316 -0.685511 -0.1 0.0 0.0 -1.09
N 0.639302 -1.066271 -2.375388 -0.3 -0.3 0.0 0.01
H -3.620243 6.711799 -1.060770 0.0 0.0 0.0 0.02
H 0.789460 7.244681 1.078768 0.0 0.0 0.0 0.10
C 3.005140 0.622376 2.440425 -0.1 0.0 -0.1 -0.02
C -1.627132 -2.180659 2.471608 0.1 0.0 0.0 -0.19
H 4.797575 -0.173661 3.273555 0.0 0.0 0.0 0.08
C 2.304063 2.084799 -3.372813 0.0 0.0 0.0 -0.06
N -2.432317 4.377935 -0.342349 0.0 0.0 0.0 -0.13
C 1.655088 -0.147749 -2.769127 0.0 0.1 0.2 -0.19
C 3.980059 0.418332 -3.016024 0.0 0.0 0.0 -0.06
C -2.323349 -2.757119 -3.729246 0.1 -0.1 0.1 0.02
H -4.267939 -3.655821 -3.807840 0.0 0.0 0.0 0.11
C 3.932142 -0.355738 2.651699 0.0 0.0 0.0 -0.02
O 1.263403 -3.145284 -0.133103 0.4 -0.1 0.2 -0.18
C -1.613933 -1.542156 5.182006 0.0 0.0 0.0 -0.10
H 3.187596 -2.296007 -1.508743 0.0 0.0 0.0 0.05
C -1.308960 -2.349380 -2.879754 -0.1 0.0 -0.1 -0.14
```
Forces are in eV/Å.